Entry from the OMol25 dataset: a structure of composition C26H25AsCl2N4O7PbS at a distorted geometry (ωB97M-V/def2-TZVPD).

```
67
Properties=species:S:1:pos:R:3:forces:R:3
Pb 1.6124 0.7685 -1.3044 0.0073 -0.0442 0.3057
C 0.0893 3.9457 3.7110 0.0700 0.1149 -0.1964
C -0.7843 3.3798 2.8478 -0.2489 -0.2147 0.1875
C -1.0463 3.0470 1.4550 0.0611 0.0736 -0.1586
C -0.5457 3.2350 0.2176 -0.0525 0.0474 -0.0860
N 0.6301 3.8819 -0.1645 -0.1548 0.0435 0.3005
C 1.5008 4.4365 -0.7051 0.1675 -0.0228 0.0228
C -1.2937 2.8204 -1.0106 -0.1202 0.0984 0.2550
C -2.5796 3.2610 -1.2574 0.1224 -0.0370 -0.1618
C -3.1392 3.0186 -2.5181 0.1332 -0.1309 0.0367
C -2.3991 2.3733 -3.4810 -0.0424 -0.0114 -0.0195
C -1.1214 1.9303 -3.1222 0.2496 -0.6405 -0.7374
N -0.6010 2.1156 -1.9240 0.3008 0.0571 0.2940
H 1.3279 5.9051 3.4780 0.2092 -0.0039 0.0120
H -1.6239 3.0426 3.4639 -0.0006 0.0095 -0.0790
H -1.9768 2.4924 1.3716 -0.0500 -0.0446 -0.0204
H 1.7091 3.0913 2.1586 0.3276 -0.2421 0.0359
H -3.1005 3.8336 -0.5056 -0.0205 0.0224 0.0427
H -4.1495 3.3423 -2.7381 0.0262 -0.0030 -0.0020
H -2.7696 2.1190 -4.4673 -0.0838 0.0099 0.1021
H 0.1446 0.5615 -3.6225 0.1545 -0.4426 0.1706
O -0.1359 -2.4498 -4.5244 0.0459 0.1022 0.0836
As -0.2514 -2.0246 -2.8239 -0.1333 -0.2715 -0.2074
O 0.2793 -3.2897 -1.9384 -0.1487 0.0835 -0.1260
O 0.7353 -0.6204 -2.7642 0.0510 -0.0100 0.1382
C -2.0462 -1.4813 -2.3903 -0.0290 0.0899 -0.1133
C -2.2475 -1.4819 -1.0079 0.0619 0.0322 0.0501
C -3.4555 -1.0702 -0.4769 -0.0200 -0.0164 0.0941
C -4.4752 -0.6753 -1.3352 -0.0057 0.0243 0.0081
C -4.2764 -0.6868 -2.7041 0.0227 0.0269 0.0054
C -3.0633 -1.0831 -3.2573 0.0608 -0.0688 0.0973
S -3.0197 -1.0927 -5.1389 -0.0350 0.0425 -0.0464
O -3.6237 -2.4343 -5.3863 0.0413 -0.0193 0.0142
O -3.9976 0.0114 -5.4079 0.1138 0.0327 -0.0068
O -0.3834 1.2756 -4.0431 -0.8674 1.0119 -0.1505
H 0.0651 -3.3938 -4.5385 -0.0578 -0.0296 -0.0220
H -1.4503 -1.8087 -0.3521 0.0223 -0.0132 0.0884
H -3.5939 -1.0575 0.5982 0.0195 -0.0071 -0.0287
H -5.4266 -0.3486 -0.9282 0.0045 -0.0047 -0.0063
H -5.0484 -0.3633 -3.3942 0.0179 -0.0064 -0.0098
C 1.9165 -3.6873 0.4911 0.0477 0.0209 -0.0757
N 3.0246 -2.8754 0.9878 0.0099 -0.2073 0.3500
C 3.5957 -3.2749 2.2600 -0.0007 0.0593 -0.0269
C 3.3172 -1.7325 0.3589 0.1908 -0.1506 0.4923
C 4.4069 -0.8299 0.8867 -0.1637 -0.0874 -0.0541
O 2.6670 -1.4224 -0.6362 -0.0092 0.6726 -0.9188
H 2.2000 -4.7392 0.5486 0.0104 -0.0427 0.0022
H 1.6694 -3.4151 -0.5373 0.0359 -0.1237 0.2502
H 1.0280 -3.5231 1.1067 0.0045 -0.0011 0.0269
H 2.8215 -3.7786 2.8377 -0.0059 0.0063 0.0013
H 3.9159 -2.4149 2.8399 0.0517 0.0905 0.0234
H 4.4377 -3.9636 2.1308 -0.0225 0.0071 -0.0001
H 5.2498 -1.3700 1.3127 -0.0021 -0.0254 0.0488
H 3.9853 -0.1714 1.6535 0.1040 -0.0701 -0.0180
H 4.7571 -0.2086 0.0660 -0.0031 -0.0142 -0.0330
Cl -1.1842 -2.0664 2.7224 -0.1213 -0.0462 -0.1581
C 0.2075 -0.9815 2.9327 0.2119 -0.1703 0.0010
C 0.7181 -0.9781 4.2578 -0.0185 0.2586 -0.1676
C 1.7939 -0.4755 4.9072 0.2757 -0.0479 -0.0236
C 2.9422 0.2429 4.3714 -0.9094 -0.0658 -0.0891
C 3.4912 1.1169 3.6064 0.2556 -0.0076 -0.0368
Cl 1.6782 4.4918 2.7547 -0.3199 0.0924 -0.0897
C 0.5149 -0.3610 1.7430 -0.4137 -0.1492 0.2909
N 0.5311 0.0803 0.6608 0.2865 0.2433 0.0151
H 0.0490 -1.5264 4.9111 -0.0231 0.0032 0.0667
H 1.8397 -0.6720 5.9701 0.0389 -0.0210 -0.0122
H 3.9572 0.0093 4.7863 0.2690 0.1383 -0.0316
```
Forces are in eV/Å.

Highest occupied orbital energy   -1.534 eV
LUMO   3.97 eV
Relative energy (zero: lowest compared OMol25 entry of this formula, charge and spin)   4.8 kcal per mole
Charge   -2
HOMO-LUMO gap   5.50 eV

***

Entry from the OMol25 dataset: a cluster of 3 separate species, C4H15N2O3S in total at a distorted geometry (ωB97M-V/def2-TZVPD).

```
25
Properties=species:S:1:pos:R:3:forces:R:3
N 0.9463 -1.0894 0.1017 -0.4156 0.6625 0.5386
C 0.0740 0.0429 -0.3811 0.3787 -0.9969 -0.0872
C -0.3550 0.8792 0.7940 -0.3334 0.9280 1.2065
C -1.6806 1.5920 0.5458 -0.4675 0.1873 0.1510
S -3.0302 0.3676 0.6989 0.1265 -0.1849 -0.0974
C 0.9129 0.7997 -1.4193 -0.2589 -0.5872 0.8026
N 0.2654 1.4036 -2.4123 0.2900 0.4967 -0.5644
O 2.1164 0.8336 -1.2426 0.1276 0.3065 -0.1798
H 1.8419 -0.7598 0.5321 0.1572 -0.0006 -0.1601
H 1.1357 -1.7074 -0.6736 0.2864 -0.3245 -0.1439
H 0.4064 -1.6243 0.7906 0.1801 -0.3350 -0.1253
H -0.7840 -0.4987 -0.7873 -0.2014 0.4765 -0.2201
H 0.3711 1.6265 1.1229 0.3379 0.0277 -0.5861
H -0.4428 0.2906 1.7177 -0.1835 -0.3686 -0.3353
H -1.8867 2.3877 1.2629 0.3699 -0.2004 0.1599
H -1.6689 2.0982 -0.4116 -0.1320 -0.1529 -0.3730
H -3.9085 0.8462 -0.1871 0.0569 0.1612 -0.0737
H 0.8405 1.9274 -3.0466 0.1946 0.1645 -0.2082
H -0.6522 1.1971 -2.7508 -0.3946 -0.2478 0.3565
H 0.5549 -4.2751 0.6131 -0.6921 -0.4867 0.1622
H -1.0273 -3.9648 0.8820 0.7310 -0.4900 -0.1105
O -0.1288 -3.6175 0.7752 -0.0562 1.0007 -0.0279
H 3.4473 0.5458 0.5236 0.2743 -0.0949 -0.1573
H 4.1551 -0.8192 0.7891 0.1183 0.2501 -0.0263
O 3.4696 -0.2223 1.1101 -0.4942 -0.1913 0.0994
```
Forces are in eV/Å.

Highest occupied orbital energy   -12.472 eV
LUMO   -2.86 eV
Relative energy (zero: lowest compared OMol25 entry of this formula, charge and spin)   0.0 kcal per mole
Charge   +1
HOMO-LUMO gap   9.62 eV

***

Entry from the OMol25 dataset: a structure of composition C5H6FeO4 at a distorted geometry (ωB97M-V/def2-TZVPD).

```
16
Properties=species:S:1:pos:R:3:forces:R:3
C -1.0101 -0.0975 -3.2355 0.8056 -1.2784 0.3024
H -0.2627 -0.5624 -3.8889 -0.0015 0.3801 -0.0301
H -1.8113 0.4548 -3.7385 -0.0082 0.0597 0.1938
C -1.0028 -0.2897 -1.9050 -1.7600 0.9064 -1.6085
H -1.7083 0.2841 -1.2903 0.5764 -0.1776 0.7517
H 1.4648 -0.7979 -1.5357 -0.5947 0.2253 -0.4467
C 0.5928 -1.0606 -0.9115 2.6789 -1.0669 2.6839
C 0.6868 -0.5420 0.4452 0.3972 1.0811 -0.1514
O 1.8243 0.1088 0.7592 -1.6751 -0.9472 -2.6584
C 2.1573 0.2648 2.0617 0.6506 0.3943 3.4233
O 1.7655 -0.4220 2.9621 -0.1496 0.2265 -1.2323
O 2.9842 1.2863 2.1296 -0.1164 -0.2129 -0.7116
O 0.1949 -2.3361 -0.9839 -0.2340 1.2951 -0.2863
H -0.1742 -0.4543 1.1108 0.3818 -0.5017 0.1812
H 3.3397 1.3687 3.0250 -0.0299 -0.0267 0.2404
Fe -1.3882 -2.5044 -1.8884 -0.9213 -0.3571 -0.6514
```
Forces are in eV/Å.

Highest occupied orbital energy (spin up / spin down)   -16.828 / -17.834 eV
Multiplicity   7
LUMO (spin up / spin down)   -10.57 / -13.24 eV
Relative energy (zero: lowest compared OMol25 entry of this formula, charge and spin)   71.8 kcal per mole
Charge   +2
HOMO-LUMO gap (spin up / spin down)   6.25 / 4.59 eV

***

Entry from the OMol25 dataset: a cluster of 2 separate species, C12H18N2O2S in total at a distorted geometry (ωB97M-V/def2-TZVPD).

```
35
Properties=species:S:1:pos:R:3:forces:R:3
C 2.4618 3.0674 3.4042 0.6657 -0.0929 0.0577
N 1.2470 2.3858 2.9789 -0.1508 -1.0946 -0.5537
C -0.0314 3.0350 3.2501 -0.3504 0.0346 0.1052
C 1.3177 1.2298 2.3340 0.3776 0.5891 0.0820
C 0.1982 0.4953 1.9068 -0.5656 -0.4627 -0.3243
C 0.2966 -0.4810 0.9319 0.2749 1.1488 0.4562
C -0.8387 -1.2005 0.4181 -1.1425 -0.6448 -0.3655
C -0.8206 -1.7537 -0.8884 0.2599 0.2499 0.5349
C -1.9398 -2.3954 -1.4049 -0.3997 -0.0165 0.1736
C -3.1025 -2.5317 -0.6235 0.5729 0.2666 0.0964
C -3.1249 -2.0173 0.6826 0.0630 0.0129 -0.1121
C -2.0159 -1.3519 1.1965 0.2967 0.0121 -0.3932
H 2.1872 4.0456 3.7989 0.2100 -0.1590 -0.0757
H 2.9841 2.4878 4.1782 -0.2137 0.1991 -0.1603
H 3.1437 3.1851 2.5514 -0.1980 0.0505 0.2396
H 0.1833 4.0238 3.6612 -0.2264 -0.2283 -0.0933
H -0.6202 3.1421 2.3287 0.2318 -0.0325 0.2003
H -0.6290 2.4637 3.9743 0.2174 0.1400 -0.1326
H 2.3225 0.8456 2.1080 -0.3169 0.0794 0.1345
H -0.7834 0.7545 2.3243 0.4878 -0.1718 -0.2521
H 1.2531 -0.6030 0.4198 -0.0749 -0.2686 0.3009
H 0.0928 -1.6469 -1.4807 -0.3329 -0.1402 0.1584
H -1.9208 -2.7951 -2.4220 0.0344 0.1276 0.3879
H -3.9821 -3.0368 -1.0288 0.3235 0.1454 0.1430
H -4.0169 -2.1369 1.3025 0.3142 0.0264 -0.2269
H -2.0287 -0.9554 2.2137 -0.0848 -0.2534 -0.2858
C 3.3536 -4.2267 3.3673 0.4164 -0.1348 0.1801
S 2.6461 -3.0614 2.2111 -1.8747 -1.0998 0.9289
N 1.1719 -3.1717 2.7557 0.0395 0.4670 -0.2832
O 3.2808 -1.7624 2.4485 0.3529 0.6278 -0.3678
O 2.8511 -3.6192 0.8756 0.3101 0.4788 -0.1025
H 4.3859 -4.4506 3.0794 -0.1678 0.0920 -0.0082
H 3.3294 -3.7897 4.3711 -0.0090 -0.0306 -0.2830
H 2.7499 -5.1414 3.3597 0.1596 0.3251 -0.1458
H 0.5119 -2.5248 2.3123 0.4998 -0.2426 -0.0135
```
Forces are in eV/Å.

Highest occupied orbital energy   -6.389 eV
LUMO   -1.91 eV
Relative energy (zero: lowest compared OMol25 entry of this formula, charge and spin)   73.2 kcal per mole
HOMO-LUMO gap   4.48 eV

***

Entry from the OMol25 dataset: an isolated molecule of C20H25N3O (ωB97M-V/def2-TZVPD).

```
49
Properties=species:S:1:pos:R:3:forces:R:3
C 2.6113 -4.1557 -6.2791 0.0525 -0.0944 0.0778
C 2.4865 -4.8718 -4.9344 -0.1736 -0.0039 -0.0951
C 1.3672 -4.2546 -4.1050 0.5644 -0.2828 -0.1602
O 0.2813 -4.7781 -3.9818 -0.3098 -0.0663 0.0183
N 1.7256 -3.0640 -3.5556 0.3909 0.2389 -0.0009
C 0.9666 -2.1810 -2.7734 -0.2332 0.2322 0.1914
C 1.5682 -1.0040 -2.3401 -0.0881 -0.2512 -0.1196
C 0.8800 -0.0946 -1.5639 -0.0980 0.0889 0.1042
C -0.4491 -0.3232 -1.1944 0.0561 -0.2076 -0.3051
N -1.1948 0.5886 -0.4737 -0.0957 0.2070 0.1065
C -0.6982 1.9023 -0.1609 0.0848 0.0346 0.1089
C 0.0563 1.9239 1.1794 0.1045 0.0354 -0.1324
N -0.5014 0.9069 2.0533 -0.0358 -0.0999 -0.0134
C -0.0503 1.0052 3.4320 -0.0108 -0.0655 -0.0599
C -0.4882 2.2629 4.1438 0.0786 -0.0234 0.0046
C 0.3301 3.3868 4.1608 -0.0280 -0.0621 0.0576
C -0.0986 4.5658 4.7455 0.0543 0.1059 0.0026
C -1.3539 4.6370 5.3239 -0.0198 0.0753 0.0375
C -2.1728 3.5205 5.3236 -0.1116 0.0221 0.0392
C -1.7426 2.3436 4.7374 0.0572 -0.0213 -0.0026
C -1.9298 0.7736 1.8680 -0.0218 -0.0069 -0.1777
C -2.1766 0.1302 0.4893 -0.2690 0.0133 0.0841
C -1.0457 -1.5063 -1.6497 0.1141 0.1806 0.1384
C -0.3558 -2.4214 -2.4155 0.0657 -0.1720 -0.0602
H 2.8600 -3.1045 -6.1448 0.0265 0.0805 -0.0591
H 1.6712 -4.2172 -6.8221 -0.0597 0.0268 -0.0796
H 3.3892 -4.6187 -6.8822 0.0405 0.0177 -0.0807
H 3.4311 -4.8193 -4.3883 0.0014 -0.0407 0.0178
H 2.2374 -5.9199 -5.1012 -0.0032 0.0650 0.1325
H 2.6680 -2.7460 -3.7352 -0.1609 -0.1751 -0.0249
H 2.5972 -0.7992 -2.6064 0.0957 0.0249 -0.0170
H 1.3985 0.7924 -1.2373 0.0311 0.0998 0.0614
H -0.0675 2.2687 -0.9702 -0.0707 0.0566 0.0380
H -1.5682 2.5664 -0.0980 0.1240 0.0252 -0.0346
H -0.0150 2.9371 1.6107 0.0181 -0.0777 -0.0866
H 1.1152 1.6849 1.0353 0.0250 0.1118 0.0007
H 1.0426 0.9519 3.4127 -0.0304 -0.0279 0.0878
H -0.4282 0.1247 3.9593 0.0824 0.0346 0.0288
H 1.3173 3.3337 3.7227 0.0891 -0.0204 -0.0586
H 0.5496 5.4302 4.7503 0.0461 0.0660 0.0078
H -1.6901 5.5565 5.7800 -0.0243 0.0680 0.0378
H -3.1494 3.5661 5.7835 -0.0720 0.0068 0.0385
H -2.3849 1.4745 4.7493 -0.0606 -0.1002 -0.0029
H -2.4571 1.7398 1.9481 -0.0206 -0.0944 0.0571
H -2.3268 0.1120 2.6396 -0.0552 0.0541 0.0109
H -2.0927 -0.9528 0.5883 -0.0192 0.0677 -0.0011
H -3.1915 0.3753 0.1462 -0.0066 -0.1212 0.0899
H -2.0803 -1.7066 -1.4190 -0.1046 0.0013 0.0080
H -0.8406 -3.3225 -2.7509 -0.0198 -0.0263 -0.0157
```
Forces are in eV/Å.

Highest occupied orbital energy   -7.131 eV
SMILES   CCC(=O)Nc1ccc(N2CCN(Cc3ccccc3)CC2)cc1
LUMO   0.77 eV
Relative energy (zero: lowest compared OMol25 entry of this formula, charge and spin)   21.6 kcal per mole
HOMO-LUMO gap   7.90 eV

***

Entry from the OMol25 dataset: an isolated molecule of CH6NO2P at a distorted geometry (ωB97M-V/def2-TZVPD).

```
11
Properties=species:S:1:pos:R:3:forces:R:3
C 0.7477 -0.9792 0.4512 -3.8910 -0.4648 1.3293
P -0.8639 -0.0572 0.0480 1.5451 -2.6724 1.1760
N -0.5959 1.5486 0.0947 -1.3277 2.6737 -2.5363
O -1.9154 -0.3936 0.9963 -1.0455 -0.2972 0.8987
O -1.3082 -0.5738 -1.4166 2.7770 2.9707 -0.6601
H 0.8903 -1.0845 1.5827 0.3336 0.8689 -1.8701
H 0.4493 -1.9763 0.1224 0.1577 -0.1754 -0.0240
H 1.4142 -0.6273 -0.2557 2.3122 0.7121 -0.6103
H -0.2220 2.0614 -0.7543 0.0421 -1.1544 1.2974
H -1.6099 1.8631 0.0513 1.3063 -0.0057 0.6610
H -1.8946 -1.2628 -1.3080 -2.2098 -2.4556 0.3383
```
Forces are in eV/Å.

Highest occupied orbital energy   -10.298 eV
SMILES   C[P@](N)(=O)O
LUMO   0.66 eV
Relative energy (zero: lowest compared OMol25 entry of this formula, charge and spin)   0.0 kcal per mole
HOMO-LUMO gap   10.96 eV

***

Entry from the OMol25 dataset: an isolated molecule of C3H8NP at a distorted geometry (ωB97M-V/def2-TZVPD).

```
13
Properties=species:S:1:pos:R:3:forces:R:3
C -1.5954 0.8282 -0.7300 0.9318 -0.1865 1.1559
C -0.9963 0.6295 0.8048 -0.1106 -1.0575 -1.6184
N 0.4970 0.5152 0.8391 -1.7457 0.1532 -0.3693
P 1.1985 0.1311 -0.5088 1.8293 0.1510 1.1311
C 2.9776 0.1362 0.1403 0.5021 -0.7290 -0.6905
H -1.2366 1.8911 -0.9355 -0.9396 -1.4051 -0.4221
H -1.1265 0.0890 -1.4570 -0.3157 1.0807 1.0039
H -2.6947 0.6212 -0.8709 1.0195 0.8079 0.6177
H -1.3856 -0.3106 1.2712 0.1566 0.7939 -0.3326
H -1.2628 1.4720 1.4489 -0.1529 -0.1276 -0.2419
H 3.2738 -0.8977 0.5309 -0.3523 1.3888 -0.6570
H 3.6291 0.4365 -0.7049 -0.1498 -0.6644 0.1623
H 3.2254 0.8943 0.8870 -0.6725 -0.2053 0.2609
```
Forces are in eV/Å.

Highest occupied orbital energy   -8.839 eV
SMILES   CC/N=P/C
LUMO   0.14 eV
Relative energy (zero: lowest compared OMol25 entry of this formula, charge and spin)   18.1 kcal per mole
HOMO-LUMO gap   8.98 eV

***

Entry from the OMol25 dataset: a cluster of 7 separate species, C3H24N2O6 in total at a distorted geometry (ωB97M-V/def2-TZVPD).

```
35
Properties=species:S:1:pos:R:3:forces:R:3
C 0.4325 1.2591 -0.1812 -0.8967 1.5729 -0.7800
C 1.0324 -0.0609 -0.5871 0.0455 -1.9115 -0.8288
C 0.1707 -1.3574 -0.8577 0.4727 1.5986 2.5602
N -0.8009 -1.5448 0.3234 1.0142 1.1725 -1.0302
N -0.5784 1.7285 -1.2321 1.6527 -0.7731 -2.1093
H 1.2346 1.9906 -0.3013 -0.0818 -0.0629 0.2250
H -0.0337 1.5068 0.7732 0.2221 -1.0242 0.3258
H 1.8559 -0.3976 0.0453 -0.1478 0.5060 0.4561
H 1.5250 0.0720 -1.5619 -0.0222 0.2600 0.2636
H -0.4338 -1.2389 -1.7466 0.0190 -0.5577 -0.2165
H 0.8863 -2.1724 -0.7841 -0.4007 -0.2438 -0.7883
H -1.4066 -2.3256 0.0882 -0.3522 0.0516 0.6525
H -0.3813 -1.6157 1.2584 0.0740 -0.5354 -0.0506
H -1.3202 -0.6509 0.3513 -0.6359 -1.0196 0.0561
H -1.3558 1.1174 -1.4718 -0.4913 0.0002 0.9640
H -0.0008 1.6309 -2.1678 -0.8179 0.5136 0.8751
H -0.8327 2.7263 -1.2174 0.0987 -0.6033 0.3158
H 1.3521 -1.2003 3.3256 -0.0699 -0.4372 -0.0588
H 0.6482 -0.3952 4.3396 -0.5080 -0.0197 0.2175
O 0.4607 -1.0791 3.6835 0.8740 0.3622 -0.3369
H -3.5296 -0.4744 -1.0663 -0.1357 0.0221 0.0026
H -3.4526 0.3136 0.2534 -0.1279 0.0181 -0.0682
O -2.9109 -0.0527 -0.4582 -0.0871 0.2370 -0.0678
H 1.3448 0.9188 -3.7457 -0.1931 0.5764 -0.6708
H 0.2678 2.0442 -4.2461 0.6832 -0.5069 -0.0597
O 0.4739 1.3239 -3.6241 -0.2257 -0.0746 0.2530
H -1.3677 -2.2386 3.5533 -0.1380 -0.1383 0.3036
H -2.8484 -2.3147 2.9833 0.2437 -0.2146 0.4398
O -2.0455 -1.7859 3.0447 -0.2278 0.3488 -0.9728
H 0.1603 4.3022 -0.3053 -0.0980 0.2287 -0.1650
H 1.3003 4.5393 -1.2330 -0.0349 0.0524 -0.4367
O 0.4542 4.0719 -1.2008 0.3900 0.5460 0.7706
H 3.0884 -2.9938 0.5358 0.5015 -0.4405 0.0792
H 3.6128 -3.0338 2.0209 0.0335 -0.1555 -0.3912
O 2.9977 -2.6127 1.4085 -0.6326 0.6516 0.2710
```
Forces are in eV/Å.

Highest occupied orbital energy   -17.159 eV
LUMO   -5.87 eV
Charge   +2
HOMO-LUMO gap   11.29 eV